A molecular structure, C25H24BrN6O4PPd in a non-equilibrium geometry. Source: OMol25; level of theory: wB97M-V/def2-TZVPD.

Each line ends with the natural charge from an NBO analysis.
Cartesian coordinates (Å):
Pd: -0.453 0.686 0.966  0.9839
O: 2.464 -4.224 5.567  -0.3485
N: 2.874 -3.179 5.007  0.4721
O: 3.958 -2.638 5.226  -0.3263
C: 1.859 -2.609 4.254  0.1327
C: 0.588 -2.997 4.465  -0.1238
C: -0.436 -2.242 3.857  -0.1001
C: -1.790 -2.535 4.142  -0.0593
C: -2.848 -1.798 3.592  -0.2455
C: -2.488 -0.776 2.732  0.0809
N: -1.179 -0.435 2.488  -0.5179
C: -0.190 -1.161 2.981  0.1638
C: 1.194 -0.787 2.774  0.2064
N: 1.442 0.239 1.873  -0.5008
C: 2.694 0.477 1.513  0.1124
C: 3.805 -0.207 2.074  -0.2451
C: 3.563 -1.237 2.927  -0.0864
C: 2.209 -1.497 3.363  -0.1007
H: 0.346 -3.895 5.027  0.2868
H: -2.085 -3.305 4.889  0.2544
H: -3.864 -2.001 3.889  0.2671
H: -3.225 -0.192 2.151  0.2309
H: 2.908 1.180 0.702  0.2393
H: 4.810 0.160 1.704  0.2685
H: 4.415 -1.876 3.287  0.2837
C: -2.159 -1.119 -3.476  -0.0717
N: -0.733 -0.664 -3.488  -0.3992
C: 0.265 -1.844 -3.316  -0.0648
N: -0.036 -2.618 -2.169  -0.4290
C: -1.405 -3.053 -2.244  -0.0883
N: -2.379 -1.931 -2.300  -0.4313
C: -2.398 -1.146 -1.082  -0.5500
P: -0.718 -0.462 -0.851  0.9705
C: -0.422 0.403 -2.459  -0.5433
C: 0.327 -1.959 -0.921  -0.5299
H: -2.361 -1.671 -4.376  0.2474
H: -2.848 -0.233 -3.436  0.2425
H: -0.566 -0.173 -4.375  0.4514
H: 1.322 -1.522 -3.287  0.2467
H: 0.113 -2.465 -4.203  0.2423
H: -1.679 -3.586 -1.302  0.2275
H: -1.613 -3.713 -3.110  0.2437
H: -2.741 -1.690 -0.165  0.2649
H: -3.076 -0.302 -1.218  0.2571
H: 0.635 0.727 -2.580  0.2845
H: -1.080 1.265 -2.641  0.2850
H: 0.241 -2.613 -0.069  0.2653
H: 1.333 -1.578 -1.058  0.2438
Br: 0.797 7.482 -4.603  0.1272
C: 0.409 6.235 -3.268  -0.0704
C: -0.812 6.198 -2.592  -0.2459
C: -1.044 5.224 -1.650  -0.1487
C: -0.074 4.259 -1.307  -0.2110
C: 1.190 4.367 -1.928  -0.1626
C: 1.421 5.313 -2.970  -0.2507
C: -0.386 3.131 -0.284  0.7691
O: -1.465 3.168 0.377  -0.6766
O: 0.541 2.249 -0.086  -0.7757
H: -1.578 6.879 -2.910  0.2432
H: -1.980 5.212 -1.058  0.2463
H: 1.983 3.667 -1.611  0.2205
H: 2.403 5.415 -3.432  0.2413

Net charge: +2
HOMO level (alpha / beta) in eV: -12.903 / -12.903
DFT total energy in eV: -126236.88359
Multiplicity: 3
Gap between HOMO and LUMO (alpha / beta) in eV: 6.202 / 4.982

---

A molecular structure, C29H22IrO3PS2Te in a non-equilibrium geometry. Source: OMol25; level of theory: wB97M-V/def2-TZVPD.

Each line ends with the natural charge from an NBO analysis.
Cartesian coordinates (Å):
Ir: -0.559 1.322 -0.895  0.8328
O: 3.787 1.730 -1.177  -0.6251
C: 2.633 2.114 -1.141  0.7884
O: 1.616 1.370 -1.114  -0.8196
C: 2.399 3.633 -1.112  -0.1557
C: 3.571 4.384 -1.101  -0.1044
C: 3.540 5.767 -1.095  -0.1594
C: 2.322 6.431 -1.095  -0.2056
C: 1.155 5.703 -1.100  -0.1748
C: 1.162 4.297 -1.109  -0.2113
S: -0.460 3.638 -1.135  0.1935
H: 4.511 3.849 -1.106  0.2523
H: 4.464 6.322 -1.094  0.2286
H: 2.279 7.511 -1.095  0.2333
H: 0.199 6.199 -1.098  0.2275
Te: -3.255 1.112 -1.040  0.7218
C: -5.382 1.140 -1.119  -0.5867
C: -6.190 0.380 -1.935  -0.2346
C: -7.551 0.613 -1.712  -0.2529
C: -7.774 1.547 -0.736  -0.3592
S: -6.325 2.156 -0.066  0.4987
H: -5.806 -0.315 -2.661  0.2396
H: -8.340 0.113 -2.244  0.2463
H: -8.720 1.911 -0.382  0.2563
O: -0.543 -0.893 -1.044  -1.1278
P: 0.239 -1.584 0.043  1.9239
C: 0.024 -3.362 -0.116  -0.3660
C: 0.814 -4.241 0.617  -0.1930
C: 0.642 -5.602 0.446  -0.2050
C: -0.304 -6.075 -0.454  -0.1766
C: -1.082 -5.193 -1.188  -0.1933
C: -0.919 -3.830 -1.020  -0.2049
C: 2.018 -1.262 0.032  -0.4720
C: 2.635 -1.124 -1.207  -0.1486
C: 4.000 -0.875 -1.266  -0.1576
C: 4.742 -0.821 -0.093  -0.1622
C: 4.124 -0.980 1.135  -0.2178
C: 2.755 -1.191 1.204  -0.1553
C: -0.388 -1.026 1.649  -0.3440
C: -1.013 -1.899 2.525  -0.1981
C: -1.526 -1.413 3.716  -0.1918
C: -1.409 -0.068 4.027  -0.1830
C: -0.801 0.811 3.139  -0.1876
C: -0.288 0.329 1.949  -0.2385
H: 1.556 -3.861 1.306  0.2282
H: 1.251 -6.298 1.004  0.2286
H: -0.426 -7.139 -0.591  0.2270
H: -1.806 -5.566 -1.897  0.2245
H: -1.504 -3.116 -1.584  0.2318
H: 2.038 -1.201 -2.105  0.2219
H: 4.479 -0.723 -2.220  0.2281
H: 5.803 -0.631 -0.143  0.2235
H: 4.705 -0.930 2.045  0.2204
H: 2.266 -1.290 2.166  0.2091
H: -1.088 -2.946 2.269  0.2339
H: -2.016 -2.089 4.401  0.2305
H: -1.785 0.301 4.969  0.2303
H: -0.716 1.859 3.384  0.2290
H: 0.247 0.999 1.261  0.2019

Net charge: +1
HOMO level (alpha / beta) in eV: -10.673 / -10.928
DFT total energy in eV: -77655.04057
Multiplicity: 6
Gap between HOMO and LUMO (alpha / beta) in eV: 7.991 / 5.145

---

5 unconnected molecules or ions with the total composition C7H20O4 in a non-equilibrium geometry. Source: OMol25; level of theory: wB97M-V/def2-TZVPD.

Each line ends with the natural charge from an NBO analysis.
Cartesian coordinates (Å):
C: 0.605 0.856 -3.478  -0.6618
C: -0.436 0.799 -2.381  -0.1903
C: -0.513 -0.382 -1.656  -0.2364
C: -1.288 -0.382 -0.430  -0.2231
C: -0.699 -0.661 0.736  -0.1702
C: -1.438 -0.658 2.041  -0.4681
C: -1.576 -2.108 2.442  -0.6295
H: 0.157 0.244 -4.254  0.2333
H: 1.623 0.516 -3.204  0.1945
H: 0.801 1.880 -3.933  0.2233
H: -0.884 1.722 -2.067  0.2189
H: 0.039 -1.266 -1.909  0.2149
H: -2.309 -0.070 -0.588  0.2226
H: 0.274 -0.984 0.803  0.1699
H: -1.015 -0.086 2.901  0.2227
H: -2.515 -0.216 2.039  0.2235
H: -1.266 -2.912 1.720  0.2119
H: -0.944 -2.466 3.362  0.2103
H: -2.603 -2.444 2.793  0.2241
O: 2.556 0.733 -0.754  -0.9596
H: 2.992 0.830 -1.684  0.4768
H: 1.652 0.658 -1.061  0.4807
O: 0.948 1.749 1.564  -0.9665
H: 1.574 1.977 0.882  0.4957
H: 1.078 0.832 1.831  0.4768
O: 2.153 -2.546 0.667  -0.9498
H: 1.230 -2.506 0.771  0.4706
H: 2.602 -1.729 0.589  0.4850
O: -1.167 3.140 0.540  -0.9380
H: -0.815 3.163 1.406  0.4725
H: -0.818 2.318 0.315  0.4653

SMILES string: C/C=C/C=C/CC.O.O.O.O
Net charge: 0
HOMO level in eV: -9.020
DFT total energy in eV: -15770.84102
Gap between HOMO and LUMO in eV: 9.460

---

2 unconnected molecules or ions with the total composition C20H19BCl4N2O2 in a non-equilibrium geometry. Source: OMol25; level of theory: wB97M-V/def2-TZVPD.

Each line ends with the natural charge from an NBO analysis.
Cartesian coordinates (Å):
Cl: 4.169 -1.668 3.163  -0.2605
B: 3.185 -0.130 3.287  0.5362
Cl: 3.583 0.510 5.022  -0.2954
Cl: 4.087 1.189 2.047  -0.4312
O: 1.826 -0.175 2.860  -0.7570
C: 1.110 1.073 3.085  -0.0933
C: -0.252 0.808 3.767  -0.0123
C: -1.070 1.932 4.033  -0.2079
C: -2.455 1.813 4.179  -0.2274
C: -3.009 0.525 4.101  -0.0848
Cl: -4.701 0.367 4.069  0.0026
C: -2.207 -0.624 3.997  -0.2188
C: -0.822 -0.480 3.860  -0.2091
H: 1.765 1.797 3.660  0.2236
H: -0.624 2.929 4.057  0.2160
H: -3.112 2.680 4.289  0.2261
H: -2.688 -1.606 3.945  0.2198
H: -0.238 -1.393 3.729  0.2364
H: 0.813 1.736 2.236  0.1862
C: 2.607 -1.422 -1.016  -0.0701
H: 3.272 -1.289 -0.167  0.2815
C: 1.816 -2.552 -1.095  -0.2198
C: 0.784 -2.619 -2.030  0.0891
N: 0.563 -1.583 -2.879  -0.2655
C: -0.621 -1.601 -3.816  -0.2232
C: -1.706 -0.648 -3.387  -0.1098
C: -1.824 0.633 -3.925  -0.2003
C: -2.792 1.521 -3.450  -0.1986
C: -3.681 1.107 -2.447  -0.1840
C: -3.602 -0.197 -1.946  -0.2143
C: -2.644 -1.081 -2.444  -0.1387
C: 1.259 -0.417 -2.735  0.1164
C: 2.340 -0.321 -1.883  -0.1241
C: 3.196 0.907 -2.133  0.6389
N: 3.965 1.303 -1.083  -0.7992
O: 3.228 1.476 -3.224  -0.6037
H: 1.998 -3.395 -0.414  0.2638
H: 0.114 -3.476 -2.076  0.2349
H: -0.247 -1.272 -4.795  0.2349
H: -0.984 -2.636 -3.881  0.2323
H: -1.149 0.922 -4.731  0.2162
H: -2.865 2.521 -3.882  0.2296
H: -4.437 1.805 -2.078  0.2304
H: -4.314 -0.524 -1.184  0.2312
H: -2.625 -2.112 -2.106  0.2015
H: 0.865 0.421 -3.297  0.2572
H: 3.743 1.013 -0.129  0.4286
H: 4.382 2.231 -1.151  0.4155

Net charge: 0
HOMO level in eV: -8.262
DFT total energy in eV: -78892.98673
Gap between HOMO and LUMO in eV: 6.234

---

A single C2H2N2O2S molecule in a non-equilibrium geometry. Source: OMol25; level of theory: wB97M-V/def2-TZVPD.

Each line ends with the natural charge from an NBO analysis.
Cartesian coordinates (Å):
O: -2.521 0.807 -0.276  -0.4167
C: -1.977 -0.238 -0.151  0.7031
C: -1.065 -1.148 -0.030  -0.7313
S: 0.352 -0.870 1.159  0.4801
N: 1.257 0.172 0.181  -0.5703
N: 1.633 1.367 0.604  0.2308
O: 2.129 2.101 -0.202  -0.3602
H: -0.978 -2.184 -0.531  0.2888
H: 1.171 -0.007 -0.755  0.3756

SMILES string: O=C=CSNN=O
Net charge: 0
HOMO level in eV: -9.528
DFT total energy in eV: -20012.41222
Gap between HOMO and LUMO in eV: 8.869

---

Molar mass, record by record: 689.80, 833.42, 168.23, 472.01, 118.12 g/mol
Relative energy (zero: lowest compared OMol25 entry of this formula, charge and spin), record by record: 0.000, 1.815, 2.353, 0.000, 3.937 eV